C44H86N2O10 | ωB97M-V/def2-TZVPD

Structure (XYZ):
```
142
Properties=species:S:1:pos:R:3:forces:R:3
C -4.251 1.259 -2.154 -0.0191 0.6485 -0.8546
C -4.846 0.420 -3.216 0.8627 0.7972 2.4982
N -5.335 -0.292 -3.951 -0.7472 -1.0291 -1.4503
H -3.915 2.145 -2.692 0.2616 0.1970 0.2457
H -3.398 0.834 -1.626 -0.0525 -0.2536 -0.2641
H -4.969 1.609 -1.412 -0.2253 -0.2976 -0.1573
C 2.654 -3.493 -3.740 -0.4303 0.7704 0.3318
C 2.427 -2.114 -3.256 -0.3430 1.9445 0.9838
N 2.211 -1.013 -2.922 0.5958 -2.4308 -0.8133
H 3.713 -3.742 -3.662 -0.0600 0.0518 -0.3656
H 2.232 -3.480 -4.745 0.3888 -0.4030 -0.2185
H 2.094 -4.216 -3.146 -0.0784 0.1849 0.1437
C -1.697 4.322 -1.496 -0.3179 -0.8863 -1.5767
C -1.180 4.483 -0.129 -1.1480 -2.8181 2.3747
C -0.465 5.706 -0.197 1.1125 2.6418 1.0669
O 0.011 5.836 -1.479 1.6953 0.5002 -1.6478
C -0.405 4.736 -2.226 -1.6179 0.0329 -1.6156
H -2.515 4.992 -1.759 0.0762 0.3605 0.1292
H -2.071 3.320 -1.707 0.3393 -0.1293 -0.0213
H -0.513 3.652 0.101 0.0247 -0.1884 -0.1093
H -1.878 4.527 0.708 -0.4026 -0.2382 -0.1672
H 0.411 5.749 0.451 -0.3121 0.4011 0.6321
H -1.202 6.498 -0.065 0.3334 0.6532 0.6370
H 0.309 3.921 -2.344 0.2586 -0.0537 0.5406
H -0.591 5.115 -3.231 -0.0472 -0.2065 -0.1562
C 0.057 -0.331 1.137 -1.0928 0.8151 0.9916
C 0.226 -0.849 -0.256 1.6972 0.4258 -0.8067
C -0.711 0.004 -1.152 0.4742 0.0669 1.8770
O -1.177 1.052 -0.250 -1.0867 -0.1229 -0.5405
C -0.431 1.100 0.960 0.5375 -0.2981 -0.8457
H 0.957 -0.362 1.751 -0.0707 -0.3155 0.0678
H -0.805 -0.771 1.638 0.2894 -0.7631 0.3163
H 0.259 -1.938 -0.306 -0.8175 -0.0448 -0.3203
H 1.246 -0.607 -0.553 0.1577 0.1011 -0.1212
H -1.532 -0.626 -1.494 -0.3099 0.4555 -0.2413
H -0.198 0.553 -1.942 0.0746 -0.6378 -0.3534
H -1.071 1.464 1.764 -0.0923 -0.0076 -0.0526
H 0.406 1.787 0.829 0.2400 0.2283 0.0490
C 1.815 1.805 -5.638 -2.9632 -0.8008 0.0675
C 0.559 1.499 -6.583 1.6637 0.2406 0.3191
C -0.279 2.782 -6.514 1.3719 -0.7003 -0.2025
O 0.170 3.508 -5.303 -1.0035 -0.2396 -1.3663
C 1.080 2.712 -4.562 0.9923 -1.1948 -1.3499
H 2.609 2.273 -6.219 -0.0568 0.2041 0.3724
H 2.079 0.806 -5.289 0.6266 0.3567 0.4780
H 0.004 0.604 -6.299 -0.0849 0.1839 0.8081
H 0.932 1.165 -7.551 -0.0749 0.7031 -0.4335
H -1.298 2.414 -6.631 -0.5686 0.8051 1.0974
H -0.097 3.405 -7.390 0.1563 0.3324 0.2196
H 0.491 2.130 -3.853 0.2692 -0.4718 0.1147
H 1.808 3.303 -4.007 -0.2860 0.4404 -0.1300
C -2.318 -1.586 -5.973 -1.5718 2.2338 0.5329
C -2.014 -1.598 -4.494 -0.8056 0.5366 0.0843
C -0.609 -2.098 -4.410 -0.8213 1.0936 -0.2937
O -0.389 -2.752 -5.646 0.6033 -1.7342 -0.4976
C -1.486 -2.633 -6.560 0.2510 0.0029 0.0908
H -2.026 -0.662 -6.473 -0.2290 0.4678 0.4208
H -3.403 -1.683 -6.031 0.0197 -0.1425 -0.6825
H -2.706 -2.298 -4.027 -0.0170 -0.0228 0.2043
H -2.156 -0.625 -4.023 -0.0219 0.0136 0.0341
H -0.635 -2.692 -3.497 1.1974 -0.5960 -0.2351
H 0.075 -1.249 -4.396 0.2446 -0.2263 0.5625
H -2.137 -3.495 -6.706 0.8099 -0.8019 0.0240
H -1.111 -2.222 -7.497 0.2468 -0.7767 -0.2419
C 3.855 -5.317 1.512 0.9613 -0.6459 2.5562
C 2.606 -4.798 2.310 1.3917 -0.2858 0.7397
C 2.211 -3.580 1.555 0.9312 -0.3583 -0.9865
O 2.660 -3.903 0.219 -0.7811 0.9753 -1.4297
C 3.730 -4.879 0.132 -2.3943 0.3697 -0.8324
H 4.000 -6.392 1.623 -0.1126 -0.0807 -0.0379
H 4.778 -4.868 1.879 -0.0947 0.1118 0.7251
H 2.948 -4.532 3.310 -0.1582 -0.1620 0.2565
H 1.758 -5.476 2.410 0.3020 -0.3049 -0.2694
H 2.704 -2.659 1.866 0.2510 0.0481 0.2030
H 1.139 -3.405 1.648 -0.1470 -0.0515 -0.7526
H 4.588 -4.462 -0.394 0.1357 0.2138 0.4047
H 3.388 -5.744 -0.436 -0.3273 0.2137 -0.6199
C 0.463 -1.842 6.448 -0.2954 -0.8619 -0.4241
C 0.168 -1.292 4.984 0.5703 -1.7031 0.5397
C -0.336 0.078 5.225 0.1406 0.9601 0.6753
O -0.912 0.007 6.539 -0.8228 1.1906 -0.6509
C -0.064 -0.748 7.365 0.1810 -0.0484 -0.2027
H 1.466 -2.197 6.688 0.3720 0.6868 -0.3685
H -0.097 -2.766 6.596 -0.4241 0.0803 -0.1011
H -0.617 -1.909 4.546 0.0046 -0.0512 -0.0386
H 1.030 -1.364 4.321 0.0720 0.1676 0.0553
H -1.036 0.494 4.501 -0.5119 -0.4714 0.1757
H 0.470 0.812 5.193 0.4405 0.1232 0.3768
H -0.668 -1.065 8.215 0.0215 -0.2995 -0.0894
H 0.742 -0.137 7.772 0.2596 0.2360 -0.0816
C -4.142 -0.336 3.631 0.7086 -1.0835 1.7474
C -4.179 0.594 4.808 -1.0248 -0.4244 0.9088
C -3.532 1.960 4.387 -1.7116 -2.1713 0.1132
O -3.440 1.842 2.934 -0.1723 0.3025 1.0329
C -3.945 0.586 2.506 0.9548 -1.2310 -1.1622
H -5.051 -0.936 3.606 -0.0255 0.0641 -0.2869
H -3.327 -1.045 3.772 0.2118 -0.0493 -0.3306
H -3.840 0.024 5.673 0.6015 0.7425 0.2822
H -5.260 0.615 4.947 -0.1173 1.2320 0.5425
H -2.599 2.117 4.928 0.2385 0.1611 -0.6201
H -4.279 2.698 4.680 0.3671 0.5330 -0.3176
H -3.145 0.051 1.996 -0.0877 0.7215 -1.2751
H -4.890 0.522 1.965 0.1636 1.2825 -0.6156
C 4.124 -0.489 3.294 -1.0105 -1.1458 -1.3738
C 4.523 0.824 3.844 -0.5292 0.7020 -0.5728
C 4.139 0.758 5.302 1.1221 -1.5320 -0.6649
O 4.293 -0.685 5.607 0.0517 -0.3457 -0.1520
C 4.184 -1.534 4.384 -0.2481 1.8089 0.3837
H 4.715 -0.696 2.402 -0.1366 -0.3773 -0.0383
H 3.074 -0.453 3.005 -0.0700 0.1839 -0.4079
H 3.903 1.537 3.301 0.4399 0.6018 0.0807
H 5.577 0.945 3.590 0.0643 0.5542 0.6714
H 3.126 1.109 5.502 -0.1162 -0.2177 -0.0266
H 4.853 1.363 5.860 -0.0943 -0.4113 0.5851
H 3.243 -2.083 4.367 -0.0593 -0.0869 0.5423
H 4.966 -2.263 4.174 0.5374 0.2359 0.9922
C -4.568 -1.740 0.061 1.3115 -1.1936 0.4682
C -5.385 -2.877 -0.519 -0.7334 0.1960 -0.6681
C -4.756 -4.194 -0.020 0.9305 1.0131 -0.6572
O -3.388 -3.804 0.520 -2.5829 -0.3968 -0.1161
C -3.184 -2.432 0.120 -0.0813 -0.6685 -0.0479
H -4.969 -1.585 1.062 0.4187 0.4800 0.1135
H -4.478 -0.819 -0.516 -0.4633 -0.1111 0.0672
H -5.404 -2.784 -1.605 0.1864 -0.3064 -0.1172
H -6.426 -2.790 -0.208 -0.0791 -0.1109 0.0555
H -4.688 -4.915 -0.835 0.7990 0.1900 -0.3297
H -5.470 -4.729 0.605 0.7204 0.3463 1.2943
H -2.711 -2.517 -0.859 -0.1986 0.4945 -0.5037
H -2.419 -1.976 0.749 -0.2661 -0.0764 0.4246
C 3.932 3.713 -1.513 1.1072 -0.7479 -1.0288
C 2.990 3.205 -0.459 -1.0385 -0.8241 -0.7237
C 3.418 3.884 0.787 0.5642 0.9748 0.6046
O 4.646 4.626 0.480 -0.5315 -0.8037 0.3708
C 5.202 4.017 -0.698 -0.9050 0.7326 -0.0352
H 3.562 4.577 -2.066 -0.0058 0.3308 0.4668
H 4.099 2.970 -2.292 0.1492 -0.2269 0.0149
H 3.064 2.135 -0.264 0.2566 -0.1889 -0.5924
H 1.943 3.360 -0.720 -0.0479 0.2610 0.0288
H 3.569 3.087 1.515 0.4238 0.4292 0.5446
H 2.653 4.575 1.141 0.3364 0.2392 0.2372
H 5.802 3.142 -0.450 -0.2200 -0.3831 0.0704
H 5.885 4.726 -1.166 -0.1704 0.1894 0.0147
```
Forces are in eV/Å.

Summary:
frontier orbital gap (spin up / spin down)	1.56 / 9.64	eV
M	803.18	g/mol
energy	-2589.63653	hartree
⟨S²⟩	0.7504
multiplicity	2
net charge	-1
E_LUMO (spin up / spin down)	2.298 / 2.227	eV

Atom charges from the Löwdin analysis, given in e for atoms 1 to 99: C -0.072; C -0.286; N 0.138; H 0.069; H 0.051; H 0.085; C -0.094; C -0.276; N 0.146; H 0.064; H 0.070; H 0.074; C -0.138; C -0.225; C -0.278; O -0.103; C -0.200; H 0.119; H 0.093; H 0.097; H 0.135; H 0.124; H 0.129; H 0.088; H 0.119; C -0.178; C -0.171; C -0.145; O -0.173; C -0.208; H 0.098; H 0.089; H 0.105; H 0.081; H 0.082; H 0.101; H 0.108; H 0.099; C -0.112; C -0.174; C -0.167; O -0.152; C -0.209; H 0.100; H 0.079; H 0.077; H 0.099; H 0.102; H 0.107; H 0.102; H 0.103; C -0.209; C -0.192; C -0.238; O -0.135; C -0.219; H 0.100; H 0.111; H 0.109; H 0.098; H 0.115; H 0.094; H 0.118; H 0.117; C -0.202; C -0.173; C -0.215; O -0.166; C -0.265; H 0.103; H 0.100; H 0.092; H 0.101; H 0.097; H 0.109; H 0.101; H 0.100; C -0.139; C -0.147; C -0.215; O -0.147; C -0.226; H 0.098; H 0.092; H 0.098; H 0.084; H 0.103; H 0.109; H 0.117; H 0.112; C -0.232; C -0.170; C -0.137; O -0.126; C -0.250; H 0.111; H 0.105; H 0.106; H 0.100